Entry 1:
{
  "formula": "C4H12N2",
  "method": "ωB97M-V/def2-TZVPD",
  "de_lowest_kcal_mol": 44.5,
  "smiles": "CN[C@@H](C)CN",
  "symbols": ["C", "N", "C", "C", "C", "N", "H", "H", "H", "H", "H", "H", "H", "H", "H", "H", "H", "H"],
  "coordinates": [[-1.94722, -0.98793, -0.10571], [-0.53974, -0.80196, 0.31010], [0.19281, 0.22830, -0.41034], [-0.57521, 1.54550, -0.16662], [1.45855, 0.23590, 0.31174], [2.29704, -0.77930, -0.31527], [-1.87108, -1.36600, -1.18272], [-2.58813, -0.13397, -0.15232], [-2.49410, -1.76282, 0.41730], [-0.46573, -0.53045, 1.33773], [0.43177, -0.06654, -1.49169], [-0.24799, 2.39705, -0.72604], [-0.37874, 1.90757, 0.93017], [-1.72620, 1.33252, -0.10565], [1.99126, 1.22683, 0.23813], [1.31640, 0.19774, 1.42941], [1.77231, -1.70667, -0.21996], [3.37402, -0.93577, -0.09828]],
  "lowdin_charge": [-0.1351, -0.1177, -0.4680, -0.0673, -0.3506, -0.0491, 0.1054, 0.0310, 0.0678, 0.1267, 0.1675, 0.0535, 0.1060, 0.0797, 0.1265, 0.1177, 0.0871, 0.1189]
}

Entry 2:
{
  "formula": "C24H30Cl4N6O4",
  "method": "ωB97M-V/def2-TZVPD",
  "smiles": "C[N+](=O)[O-].C[N+](=O)[O-].c1ccncc1.c1ccncc1.c1ccncc1.c1ccncc1.ClCCl.ClCCl",
  "symbols": ["C", "N", "O", "O", "H", "H", "H", "C", "N", "O", "O", "H", "H", "H", "C", "C", "C", "N", "C", "C", "H", "H", "H", "H", "H", "C", "C", "C", "N", "C", "C", "H", "H", "H", "H", "H", "C", "C", "C", "N", "C", "C", "H", "H", "H", "H", "H", "C", "C", "C", "N", "C", "C", "H", "H", "H", "H", "H", "Cl", "C", "Cl", "H", "H", "Cl", "C", "Cl", "H", "H"],
  "coordinates": [[1.05802, 5.31754, 1.74169], [-0.00998, 5.61752, 2.71677], [-0.77083, 4.76848, 3.16898], [-0.11843, 6.75135, 3.15203], [1.91326, 5.01361, 2.34525], [1.22829, 6.20003, 1.12498], [0.66817, 4.44681, 1.21449], [0.00340, -5.44312, 1.66225], [-0.34506, -5.04973, 0.29069], [-1.45178, -5.22707, -0.14584], [0.51381, -4.48638, -0.36892], [-0.91582, -5.69871, 2.18932], [0.33367, -4.59376, 2.26025], [0.69055, -6.28912, 1.64850], [-3.59645, -2.66555, -1.71465], [-4.65880, -3.26739, -1.00983], [-5.22776, -4.42477, -1.43035], [-4.77082, -4.99203, -2.64283], [-3.74695, -4.40709, -3.37181], [-3.18075, -3.22962, -2.96348], [-3.08998, -1.79170, -1.33220], [-5.01787, -2.77562, -0.11785], [-5.98291, -4.97567, -0.88938], [-3.41964, -4.80152, -4.32244], [-2.35915, -2.92140, -3.59306], [4.45895, 0.26008, -1.46386], [4.97718, 0.29389, -0.18953], [6.32832, 0.59022, -0.00142], [7.19311, 0.77023, -1.04430], [6.64272, 0.77971, -2.31680], [5.32447, 0.53062, -2.54290], [3.41958, 0.08501, -1.69935], [4.45268, 0.00721, 0.70998], [6.79171, 0.62395, 0.97353], [7.38246, 0.96773, -3.08088], [4.96227, 0.60814, -3.55740], [-5.29003, 3.84519, 0.14438], [-6.20465, 3.15608, -0.65039], [-5.73044, 1.89995, -1.24259], [-4.47352, 1.57367, -1.22462], [-3.56290, 2.34689, -0.57490], [-3.91190, 3.50640, 0.10257], [-5.51454, 4.77238, 0.65066], [-7.21297, 3.50660, -0.81418], [-6.53758, 1.33344, -1.68304], [-2.52564, 2.04744, -0.60355], [-3.17305, 4.09185, 0.62959], [-0.28657, -0.20969, -1.02858], [0.04980, -1.36803, -0.35498], [1.07114, -1.30948, 0.57019], [1.68210, -0.17944, 1.02850], [1.25629, 0.95041, 0.38660], [0.28069, 0.97796, -0.64080], [-1.09816, -0.19496, -1.74096], [-0.44277, -2.30586, -0.56533], [1.48716, -2.18060, 1.05441], [1.80507, 1.84850, 0.62884], [0.07693, 1.85018, -1.24422], [4.03940, 3.61186, 1.23912], [4.29322, 4.12966, -0.40012], [2.87385, 5.09015, -1.06710], [5.15854, 4.77760, -0.53977], [4.45861, 3.28001, -1.06257], [2.81516, -3.35431, 3.47123], [1.49842, -3.37222, 4.74811], [0.56721, -4.89962, 4.94852], [2.01237, -3.32420, 5.70813], [0.85919, -2.48958, 4.72739]],
  "lowdin_charge": [-0.0118, -0.4467, 0.0409, 0.0506, 0.0673, 0.0816, 0.0820, 0.0067, -0.4418, 0.0816, 0.0375, 0.0905, 0.0329, 0.1125, -0.0505, -0.1060, -0.1234, 0.0497, -0.1535, -0.0824, 0.0789, 0.0968, 0.0963, 0.0956, 0.0940, -0.0743, -0.1029, -0.1427, 0.0523, -0.1484, -0.0925, 0.0981, 0.0885, 0.0987, 0.0974, 0.0998, -0.0809, -0.0438, -0.1522, 0.0383, -0.1385, -0.0634, 0.0967, 0.0899, 0.0955, 0.0767, 0.0937, -0.0898, -0.0647, -0.1460, 0.0690, -0.1386, -0.0815, 0.1026, 0.0815, 0.0631, 0.0572, 0.0988, 0.5835, -0.9527, 0.4813, 0.0335, 0.0127, 0.4859, -0.9272, 0.5184, 0.0083, 0.0395]
}

Entry 3:
{
  "formula": "C3H8N2O2",
  "method": "ωB97M-V/def2-TZVPD",
  "de_lowest_kcal_mol": 5.7,
  "smiles": "NC(=O)NCCO",
  "symbols": ["N", "C", "O", "N", "C", "C", "O", "H", "H", "H", "H", "H", "H", "H", "H"],
  "coordinates": [[2.30108, 1.14640, -0.61693], [1.02356, 0.83738, -0.20152], [0.31755, 1.68848, 0.32885], [0.61559, -0.45056, -0.44299], [-0.80952, -0.80382, -0.49209], [-1.55659, -0.78451, 0.84279], [-1.90961, 0.48725, 1.30190], [2.63673, 2.01430, -0.22675], [2.99698, 0.42215, -0.71075], [1.18704, -0.96601, -1.09714], [-0.83901, -1.82757, -0.87821], [-1.34185, -0.15914, -1.20365], [-0.97039, -1.35536, 1.58360], [-2.49882, -1.32737, 0.68693], [-1.15276, 1.07840, 1.12597]],
  "lowdin_charge": [0.1493, -0.5866, 0.0434, 0.0551, -0.1627, -0.2778, -0.0746, 0.1047, 0.0961, 0.1283, 0.1188, 0.1301, 0.1181, 0.1165, 0.0413]
}

Entry 4:
{
  "formula": "C7H28N8O7",
  "method": "ωB97M-V/def2-TZVPD",
  "de_lowest_kcal_mol": 18.7,
  "smiles": "NC(N)=O.NC(N)=O.NC(N)=O.NC(N)=O.CO.CO.CO",
  "symbols": ["N", "C", "N", "O", "H", "H", "H", "H", "N", "C", "N", "O", "H", "H", "H", "H", "N", "C", "N", "O", "H", "H", "H", "H", "N", "C", "N", "O", "H", "H", "H", "H", "C", "O", "H", "H", "H", "H", "C", "O", "H", "H", "H", "H", "C", "O", "H", "H", "H", "H"],
  "coordinates": [[-0.26226, 1.63117, 2.18450], [0.11893, 1.98400, 3.45392], [0.86257, 3.13884, 3.47796], [-0.11947, 1.33520, 4.45631], [0.00547, 2.23562, 1.42664], [-0.96278, 0.91699, 2.07122], [1.21639, 3.42948, 4.37154], [1.09102, 3.72146, 2.69401], [4.41437, -2.72280, -2.47187], [3.38806, -1.83646, -2.65781], [2.90066, -1.84374, -3.96144], [2.92740, -1.09501, -1.80242], [4.95016, -2.61076, -1.62944], [4.68248, -3.33825, -3.21062], [2.26791, -1.08038, -4.13973], [3.50347, -2.16215, -4.69425], [-0.04670, -2.08749, -1.24038], [-0.24006, -1.13305, -0.29133], [0.78176, -0.24018, -0.13430], [-1.34747, -1.01940, 0.24640], [-0.89337, -2.58201, -1.47071], [0.72909, -2.05511, -1.86992], [0.60984, 0.57788, 0.41803], [1.66104, -0.43562, -0.61025], [-3.82957, -2.04607, -0.01550], [-4.52981, -2.15294, -1.17689], [-5.72497, -2.80928, -1.08570], [-4.04600, -1.80440, -2.26248], [-4.29986, -2.43105, 0.78261], [-2.95331, -1.52631, 0.09708], [-6.23372, -3.05960, -1.91045], [-5.90648, -3.31233, -0.23930], [3.52136, -0.75581, 1.95852], [3.72878, 0.30678, 2.85859], [2.50950, -0.85013, 1.54783], [4.17118, -0.84081, 1.08073], [3.63455, -1.68058, 2.52848], [3.88752, 1.10811, 2.35201], [-3.68023, 1.25928, 0.48871], [-5.03506, 1.67567, 0.69799], [-3.03701, 2.14508, 0.53469], [-3.36839, 0.58742, 1.28471], [-3.59915, 0.73430, -0.46304], [-5.35509, 1.96598, -0.15960], [1.63619, 3.30303, -0.65989], [0.67990, 3.84822, 0.23013], [1.71682, 3.93692, -1.55176], [2.62192, 3.24488, -0.20671], [1.36140, 2.32503, -1.07032], [-0.10903, 4.10039, -0.25650]],
  "lowdin_charge": [0.1542, -0.6661, 0.1482, 0.0336, 0.0499, 0.0875, 0.0986, 0.0703, 0.1671, -0.6316, 0.1478, 0.0066, 0.1103, 0.0969, 0.1065, 0.0902, 0.1807, -0.6061, 0.1690, -0.0165, 0.1106, 0.0678, 0.0550, 0.0495, 0.1532, -0.6767, 0.1403, -0.0213, 0.0924, 0.0352, 0.0973, 0.0845, -0.1811, -0.0998, 0.0526, 0.0678, 0.0805, 0.0683, -0.1670, -0.1228, 0.0683, 0.0643, 0.0702, 0.0681, -0.1462, -0.1311, 0.0820, 0.0832, 0.0656, 0.0924]
}

Listing HOMO level for the structures above in their given order: -0.31523 -0.34335 -0.35612 -0.33687 Eh.
Listing frontier orbital gap for the structures above in their given order: 9.74 9.55 10.31 9.23 eV.